Entry from the Open Molecules 2025 dataset: a molecular structure, C19H20BeCaClF2LiN2O6P at a distorted geometry (wB97M-V/def2-TZVPD).

Last column: Mulliken charge in e.
Element x y z (Å)
N: -4.306144 -2.302139 -0.698510  -0.52
C: -3.626984 -3.292018 0.160295  -0.59
C: -2.395655 -2.653986 0.777621  0.61
C: -2.661943 -2.168082 2.034805  -0.88
C: -1.724727 -1.482945 2.771014  -1.18
C: -0.472308 -1.312963 2.232754  -0.05
C: -0.142492 -1.834594 0.971744  1.16
C: -1.095820 -2.514645 0.189608  0.94
P: -0.714161 -3.145839 -1.469031  0.64
O: 0.312944 -2.369368 -2.172020  -0.67
O: -0.278603 -4.672609 -1.340063  -0.40
O: -2.028565 -3.124999 -2.427511  -0.52
C: 1.301591 -1.582459 0.565062  -0.12
O: 2.113613 -2.363972 0.088750  -0.35
C: 1.814628 -0.239818 0.845057  1.11
C: 2.615657 0.457441 -0.051934  -0.91
C: 3.031499 1.726944 0.290642  -0.78
C: 2.693185 2.261490 1.549703  -0.54
C: 1.899791 1.549382 2.456098  -0.69
C: 1.447060 0.306702 2.110560  0.40
C: 0.563530 -0.532069 2.991392  -0.38
O: 0.694153 -0.585399 4.173913  -0.43
H: -3.581416 -1.697165 -1.070096  0.32
H: -4.864570 -1.695457 -0.100348  0.33
H: -4.411104 -3.617442 0.919265  0.68
H: -3.337219 -4.136302 -0.549335  -0.19
H: -3.646300 -2.250359 2.494262  0.25
H: -2.010046 -1.085134 3.762709  0.52
H: -1.025367 -5.262087 -1.154306  0.39
H: -2.431686 -3.997971 -2.489051  0.30
H: 2.863737 -0.003252 -1.004740  0.90
H: 3.621343 2.293112 -0.421899  0.48
H: 3.056169 3.242748 1.819180  0.55
H: 1.641416 1.988376 3.411542  0.54
Li: 0.702449 -0.281390 -1.826017  0.65
C: 2.220824 5.366212 -3.102048  -0.87
C: 1.758496 6.413397 -2.094732  -0.46
C: 1.943633 5.964844 -0.638826  -0.41
C: 1.164672 4.754597 -0.369134  0.35
N: 0.557255 3.804265 -0.153655  -0.53
H: 1.636775 4.444420 -3.021383  0.02
H: 2.099953 5.736926 -4.118919  0.35
H: 3.273211 5.117038 -2.956334  0.31
H: 0.707500 6.646468 -2.276038  0.29
H: 2.321536 7.333246 -2.251315  0.32
H: 1.614228 6.747743 0.044902  0.36
H: 2.995321 5.756148 -0.432138  0.31
F: 5.049427 2.745795 0.648881  -0.60
Cl: -3.916171 -0.538760 4.330039  -0.63
Be: -0.043836 2.182104 -2.202795  0.37
F: 2.200018 -3.769458 -1.196491  -0.36
Ca: -4.590281 -5.123776 -0.584160  1.21
O: -3.643140 -8.262326 0.318709  -0.78
H: -2.967076 -8.940617 0.214324  0.20

Cartesian forces, eV/Å:
-0.50 -0.95 0.30
1.87 2.91 -0.50
0.28 -0.90 0.53
-0.55 -0.02 0.15
0.71 0.13 0.70
0.44 0.09 -0.36
0.38 -0.36 -0.47
-1.00 -0.20 0.10
1.59 -0.35 -0.68
-0.26 1.78 0.47
-1.15 0.48 -0.06
-0.28 -0.27 1.23
-1.57 0.19 -0.45
1.33 -0.47 0.34
-0.35 -0.22 -0.13
0.17 -0.31 0.16
0.23 -0.11 -0.82
0.22 0.29 0.15
-0.08 0.14 0.19
0.11 -0.13 0.02
0.25 -0.12 -0.58
-0.14 0.20 0.63
-0.12 -0.12 -0.48
-0.19 -0.12 -0.04
1.22 0.15 -0.15
3.42 3.62 1.48
0.06 0.00 0.05
0.10 -0.25 -0.42
0.43 -0.44 0.21
0.13 -0.02 -0.60
0.31 0.07 0.08
-0.26 0.33 0.13
0.09 -0.04 -0.14
-0.02 -0.10 0.00
-0.02 -0.71 -0.44
0.05 0.08 0.03
-0.04 -0.14 -0.30
-0.08 0.09 -0.18
0.31 0.40 0.15
-0.26 -0.43 -0.36
0.02 -0.01 0.02
0.01 -0.02 0.00
-0.01 -0.04 -0.01
0.01 0.07 0.09
-0.01 0.02 0.13
-0.01 -0.07 0.08
-0.01 -0.09 0.05
-0.39 -0.27 0.23
-0.62 0.21 0.09
0.07 0.10 0.38
-0.27 0.45 0.45
-5.06 -6.70 -0.85
-0.81 1.86 -0.36
0.24 0.32 -0.27

The net charge is +1. For the frontier orbital gap, the calculation gives 0.0770 hartree. The HOMO energy is -10.14 eV. The LUMO energy is -0.2956 Eh. The total energy is -2997.37458 Eh.